Density functional theory data (wB97M-V/def2-TZVPD) for C3H8N2OS in the gas phase.

The relative energy (zero: lowest compared OMol25 entry of this formula, charge and spin) comes out at 73.5 kcal per mole. The HOMO energy is -0.2992 hartree. The frontier orbital gap is 9.03 eV. Its maximum force is 0.0601 hartree/bohr.

Each atom is followed by the atoms it is bonded to, with distances in Å.
Positions of all 15 atoms, in Å:
1 C -0.62717 1.42517 -0.28791  C2 1.497, H8 1.071, H9 1.088, H10 1.110
2 C -0.41993 -0.05559 -0.21026  C1 1.497, N3 1.300, N5 1.436
3 N -1.33331 -0.95570 0.00187  C2 1.300, S4 1.674
4 S -2.93144 -0.47092 0.12171  N3 1.674, H11 1.351
5 N 0.91675 -0.55756 -0.36220  C2 1.436, C6 1.456, O7 1.352
6 C 1.95789 0.12577 0.39240  N5 1.456, H12 1.061, H13 1.070, H14 1.118
7 O 1.01946 -1.89781 -0.22030  N5 1.352, H15 0.942
8 H 0.18681 1.85856 -0.83167  C1 1.071
9 H -1.57533 1.53514 -0.81004  C1 1.088
10 H -0.66172 1.86139 0.73268  C1 1.110
11 H -3.48830 -1.63995 -0.26288  S4 1.351
12 H 2.90943 -0.22361 0.07809  C6 1.061
13 H 1.94486 -0.00526 1.45413  C6 1.070
14 H 1.92826 1.21987 0.16447  C6 1.118
15 H 0.17375 -2.21949 0.03992  O7 0.942

Density functional theory data (wB97M-V/def2-TZVPD) for C3H8N2OS in the gas phase.

The relative energy (zero: lowest compared OMol25 entry of this formula, charge and spin) comes out at 63.2 kcal per mole. The HOMO energy is -0.3448 hartree. The frontier orbital gap is 10.15 eV. Its maximum force is 0.0772 hartree/bohr.

Each atom is followed by the atoms it is bonded to, with distances in Å.
Positions of all 15 atoms, in Å:
1 C 0.67791 -1.10098 0.26750  C2 1.524, N4 1.396, H8 1.034, H9 1.070
2 C 0.08730 0.12182 -0.42533  C1 1.524, C3 1.523, N5 1.470, H10 1.076
3 C -0.86627 0.94362 0.43263  C2 1.523, H11 1.068, H12 1.199, H13 1.060
4 N 1.88372 -1.31245 -0.40281  C1 1.396, S7 1.751, H14 1.041
5 N 1.20233 1.02337 -0.74859  C2 1.470, S7 1.724, H15 1.068
6 O 2.97282 0.39662 1.04691  S7 1.443
7 S 2.68878 0.24220 -0.35891  N4 1.751, N5 1.724, O6 1.443
8 H 0.75770 -1.00222 1.29387  C1 1.034
9 H 0.26900 -2.01180 -0.11785  C1 1.070
10 H -0.30860 -0.21318 -1.36842  C2 1.076
11 H -1.38701 0.22655 1.02798  C3 1.068
12 H -1.62401 1.71946 -0.07779  C3 1.199
13 H -0.29052 1.58916 1.04580  C3 1.060
14 H 2.42849 -2.01288 0.14072  N4 1.041
15 H 1.03720 1.43154 -1.72208  N5 1.068

Density functional theory data (wB97M-V/def2-TZVPD) for C3H8N2OS in the gas phase.

The relative energy (zero: lowest compared OMol25 entry of this formula, charge and spin) comes out at 72.1 kcal per mole. The HOMO energy is -0.3263 hartree. The frontier orbital gap is 9.53 eV. Its maximum force is 0.0701 hartree/bohr.

Each atom is followed by the atoms it is bonded to, with distances in Å.
Positions of all 15 atoms, in Å:
1 C 0.28006 1.07759 -0.19127  C3 1.671, N4 1.235, S7 1.868
2 C 1.31130 -1.17094 0.41945  S7 1.804, H8 1.080, H9 1.089, H10 1.185
3 C -1.11388 0.46115 -0.87649  C1 1.671, N5 1.435, H11 1.084, H12 1.091
4 N 0.29156 2.00623 0.62236  C1 1.235, H13 1.057
5 N -2.27970 0.63432 -0.05791  C3 1.435, H14 1.055, H15 0.983
6 O 2.97641 0.98610 -0.09338  S7 1.531
7 S 1.83069 0.15918 -0.68368  C1 1.868, C2 1.804, O6 1.531
8 H 0.55116 -1.82985 0.02539  C2 1.080
9 H 0.98539 -0.73733 1.36345  C2 1.089
10 H 2.20424 -1.89592 0.70627  C2 1.185
11 H -1.03459 -0.52322 -1.32377  C3 1.084
12 H -1.35608 1.21376 -1.62875  C3 1.091
13 H 1.29858 2.24461 0.83689  N4 1.057
14 H -2.51508 0.04700 0.78580  N5 1.055
15 H -2.63793 1.52394 0.15582  N5 0.983

Density functional theory data (wB97M-V/def2-TZVPD) for C3H8N2OS in the gas phase.

The relative energy (zero: lowest compared OMol25 entry of this formula, charge and spin) comes out at 56.7 kcal per mole. The HOMO energy is -0.2904 hartree. The frontier orbital gap is 8.80 eV. Its maximum force is 0.0683 hartree/bohr.

Each atom is followed by the atoms it is bonded to, with distances in Å.
Positions of all 15 atoms, in Å:
1 N -1.10063 2.52812 -0.92333  N2 1.339, H8 0.985, H9 1.015
2 N -0.50776 1.32853 -0.88721  N1 1.339, C3 1.305
3 C -1.13706 0.29352 -1.37288  N2 1.305, S4 1.730, H10 1.095
4 S -0.47212 -1.30273 -1.33210  C3 1.730, C5 1.778
5 C 0.94468 -1.09628 -0.27778  S4 1.778, C6 1.528, H11 1.089, H12 1.099
6 C 0.61636 -1.11745 1.21400  C5 1.528, O7 1.441, H13 1.088, H14 1.114
7 O 1.85328 -0.86208 1.90700  C6 1.441, H15 0.989
8 H -0.75730 3.06207 -0.16997  N1 0.985
9 H -2.11396 2.53892 -0.97102  N1 1.015
10 H -2.15342 0.33356 -1.77748  C3 1.095
11 H 1.62773 -1.88819 -0.58314  C5 1.089
12 H 1.42070 -0.13860 -0.52912  C5 1.099
13 H 0.16691 -2.05396 1.53914  C6 1.088
14 H -0.15097 -0.32577 1.37440  C6 1.114
15 H 1.76356 -1.29966 2.78948  O7 0.989

Density functional theory data (wB97M-V/def2-TZVPD) for C3H8N2OS in the gas phase.

The relative energy (zero: lowest compared OMol25 entry of this formula, charge and spin) comes out at 103.0 kcal per mole. The HOMO energy is -0.3084 hartree. The frontier orbital gap is 9.23 eV. Its maximum force is 0.1148 hartree/bohr.

Each atom is followed by the atoms it is bonded to, with distances in Å.
Positions of all 15 atoms, in Å:
1 C 0.08272 -2.04372 0.44109  S2 1.855, H8 1.154, H9 1.281, H10 1.137
2 S 1.08934 -1.15026 1.71781  C1 1.855, C3 1.838
3 C 0.48958 0.55934 1.40678  S2 1.838, O4 1.455, H11 1.152, H12 1.159
4 O 1.14930 1.24037 0.30259  C3 1.455, C5 1.315
5 C 0.81905 0.93149 -0.93249  O4 1.315, N6 1.300, H13 1.139
6 N -0.20948 0.72002 -1.69912  C5 1.300, N7 1.335
7 N -1.40004 1.10800 -1.23713  N6 1.335, H14 0.981, H15 1.044
8 H 0.13799 -1.61784 -0.62975  C1 1.154
9 H 0.32614 -3.29604 0.32726  C1 1.281
10 H -1.00597 -1.73796 0.56280  C1 1.137
11 H 0.66716 1.18024 2.36084  C3 1.152
12 H -0.64377 0.49330 1.17506  C3 1.159
13 H 1.85367 0.59249 -1.26655  C5 1.139
14 H -1.33235 1.72283 -0.47573  N7 0.981
15 H -2.02335 1.29775 -2.05345  N7 1.044

Density functional theory data (wB97M-V/def2-TZVPD) for C3H8N2OS in the gas phase.

The relative energy (zero: lowest compared OMol25 entry of this formula, charge and spin) comes out at 29.4 kcal per mole. The HOMO energy is -0.3437 hartree. The frontier orbital gap is 10.05 eV. Its maximum force is 0.0273 hartree/bohr.

Each atom is followed by the atoms it is bonded to, with distances in Å.
Positions of all 15 atoms, in Å:
1 C 3.26102 -0.70205 -0.12988  N2 1.508, H8 1.083, H9 1.072, H10 1.099
2 N 1.81889 -0.51411 0.27020  C1 1.508, C3 1.471, H11 1.024
3 C 1.28683 0.81898 -0.05120  N2 1.471, C4 1.546, H12 1.085, H13 1.077
4 C -0.25949 0.83344 -0.03391  C3 1.546, O5 1.214, N6 1.366
5 O -0.87655 1.87560 0.04325  C4 1.214
6 N -0.77770 -0.42074 -0.19078  C4 1.366, S7 1.715, H14 1.021
7 S -2.45576 -0.75210 -0.06555  N6 1.715, H15 1.371
8 H 3.49401 -1.74326 0.05402  C1 1.083
9 H 3.36195 -0.51078 -1.17979  C1 1.072
10 H 4.00243 -0.09220 0.40440  C1 1.099
11 H 1.78190 -0.66080 1.28253  N2 1.024
12 H 1.68358 1.05674 -1.03259  C3 1.085
13 H 1.71164 1.52909 0.63869  C3 1.077
14 H -0.12438 -1.18338 -0.00638  N6 1.021
15 H -2.62498 -0.52497 1.27594  S7 1.371